Record 1
The following is a DFT calculation (wB97M-V/def2-TZVPD) of C32H36BrN5O3SiTi as an isolated structure.

Results
LUMO level (alpha / beta) in eV: -0.876 / -0.882
Orbital gap (alpha / beta) in eV: 6.13 / 5.50
HOMO (alpha / beta) in Ha: -0.2573 / -0.2346
Strongest force on any atom in hartree/bohr: 0.1131

Last column: Löwdin charge in e.
Cartesian coordinates (Å):
Ti1 0.000 0.000 0.000  0.6080
O1 -0.833 3.764 1.563  0.0876
C1 -0.525 2.838 0.822  -0.5183
N1 0.043 1.671 1.092  -0.1077
C2 1.146 1.764 2.033  -0.0776
C3 2.255 0.931 1.442  -0.3424
C4 3.397 0.641 2.184  -0.0017
C5 4.403 -0.119 1.595  -0.0372
C6 4.240 -0.562 0.287  -0.0532
C7 3.073 -0.221 -0.378  -0.1143
N2 2.086 0.513 0.164  0.0316
C8 -0.746 2.867 -0.624  -0.2015
C9 -1.452 3.865 -1.272  -0.0343
C10 -1.587 3.755 -2.652  -0.0594
C11 -1.008 2.667 -3.305  -0.0239
C12 -0.314 1.728 -2.550  -0.2932
N3 -0.168 1.799 -1.216  -0.0192
H1 1.536 2.778 2.188  0.1528
H2 0.869 1.357 3.012  0.1265
H3 3.488 1.007 3.199  0.1408
H4 5.301 -0.360 2.152  0.1199
H5 4.999 -1.157 -0.204  0.1032
H6 2.889 -0.536 -1.399  0.1205
H7 -1.878 4.683 -0.706  0.1285
H8 -2.136 4.506 -3.208  0.1198
H9 -1.092 2.550 -4.379  0.1101
H10 0.158 0.866 -3.008  -0.0549
O2 3.131 -2.260 3.268  0.0173
C13 2.215 -1.712 4.131  -0.2596
C14 2.447 -1.918 5.492  -0.0175
C15 1.574 -1.379 6.434  -0.0861
C16 0.481 -0.628 6.010  -0.0882
C17 0.258 -0.423 4.644  -0.0157
C18 1.104 -0.980 3.663  -0.0538
C19 0.899 -0.689 2.162  -0.4915
O3 -0.376 -0.572 1.855  -0.1850
N4 1.294 -1.855 1.356  0.0565
N5 1.209 -1.576 0.036  -0.1946
C20 0.885 -2.571 -0.716  -0.1286
C21 0.487 -2.305 -2.111  -0.5130
Br1 -0.404 -0.672 -2.306  1.2106
C22 0.687 -3.158 -3.125  -0.0715
C23 1.426 -4.426 -3.066  -0.2366
C24 2.722 -4.494 -2.538  -0.0350
C25 3.421 -5.703 -2.530  -0.0718
C26 2.836 -6.850 -3.063  -0.0836
C27 1.554 -6.788 -3.607  -0.0736
C28 0.853 -5.580 -3.613  -0.0310
H11 2.745 -2.097 2.374  0.0616
H12 3.310 -2.495 5.806  0.1142
H13 1.750 -1.539 7.492  0.1011
H14 -0.202 -0.194 6.732  0.0987
H15 -0.592 0.177 4.324  0.1238
H16 1.613 0.119 1.946  -0.0180
H17 0.539 -2.498 1.617  0.1675
H18 0.824 -3.615 -0.365  0.1663
H19 0.309 -2.901 -4.112  0.1201
H20 3.202 -3.606 -2.129  0.1139
H21 4.421 -5.744 -2.106  0.1065
H22 3.380 -7.790 -3.054  0.1048
H23 1.098 -7.681 -4.025  0.1054
H24 -0.146 -5.548 -4.041  0.1170
C29 -4.444 1.330 1.704  -0.1723
Si1 -3.790 1.211 -0.053  0.4517
C30 -4.829 -0.018 -1.012  -0.1851
C31 -3.900 2.897 -0.863  -0.1648
C32 -2.043 0.652 0.000  -0.2044
H25 -5.486 1.662 1.706  0.0261
H26 -3.856 2.044 2.288  0.0319
H27 -4.394 0.357 2.202  0.0318
H28 -5.877 0.295 -1.030  0.0268
H29 -4.779 -1.010 -0.554  0.0309
H30 -4.480 -0.100 -2.045  0.0235
H31 -4.935 3.250 -0.879  0.0452
H32 -3.537 2.858 -1.894  0.0249
H33 -3.299 3.630 -0.316  0.0215
H34 -1.828 -0.386 0.327  -0.0318
H35 -1.278 1.338 0.418  -0.0356
H36 -0.947 -1.484 0.000  0.0384

Record 2
The following is a DFT calculation (wB97M-V/def2-TZVPD) of C32H36Cl3FGeN7O8PRb as an isolated structure.

Results
LUMO level (alpha / beta) in eV: 3.644 / 3.419
Spin multiplicity: 2
Orbital gap (alpha / beta) in eV: 6.28 / 6.95
HOMO (alpha / beta) in Ha: -0.0970 / -0.1300
Strongest force on any atom in hartree/bohr: 0.0122
<S²>: 0.75
Total charge: -2

Last column: Löwdin spin population.
Cartesian coordinates (Å):
Rb1 0.093 0.141 -0.337  0.0091
N1 -2.069 -4.834 -0.214  0.0000
C1 -1.901 -3.655 0.408  -0.0003
N2 -1.281 -2.826 -0.394  0.0001
C2 -1.087 -3.556 -1.526  0.0000
N3 -1.563 -4.786 -1.466  0.0001
C3 -0.381 -3.006 -2.698  0.0000
C4 -0.109 -3.750 -3.838  0.0000
N4 0.537 -3.221 -4.875  0.0000
C5 0.908 -1.953 -4.757  0.0000
C6 0.630 -1.198 -3.619  0.0000
N5 -0.018 -1.732 -2.598  0.0000
H1 -2.488 -5.676 0.136  0.0001
H2 -2.201 -3.458 1.429  -0.0009
H3 -0.415 -4.787 -3.905  0.0000
H4 1.445 -1.500 -5.583  0.0000
H5 0.928 -0.159 -3.559  0.0000
O1 0.364 4.471 -2.297  0.0000
C7 -0.326 3.524 -1.907  0.0000
O2 0.049 2.361 -1.581  0.0001
C8 -1.867 3.703 -1.851  0.0003
P1 -2.636 2.106 -1.363  0.0016
C9 -4.418 2.543 -1.492  0.0001
C10 -5.073 2.888 -0.310  0.0001
C11 -6.409 3.268 -0.317  0.0000
C12 -7.117 3.293 -1.510  0.0000
C13 -6.480 2.939 -2.692  0.0000
C14 -5.143 2.570 -2.682  0.0000
C15 -2.471 1.072 -2.868  0.0001
C16 -1.767 1.437 -4.013  0.0000
C17 -1.718 0.583 -5.107  0.0000
C18 -2.371 -0.641 -5.074  0.0000
C19 -3.057 -1.023 -3.930  0.0000
C20 -3.096 -0.176 -2.832  0.0000
H6 -2.229 4.085 -2.809  0.0001
H7 -2.133 4.447 -1.095  0.0000
H8 -4.530 2.842 0.628  0.0001
H9 -6.894 3.529 0.616  0.0000
H10 -8.162 3.579 -1.516  0.0000
H11 -7.027 2.950 -3.627  0.0000
H12 -4.657 2.292 -3.609  0.0000
H13 -1.207 2.362 -4.040  0.0000
H14 -1.139 0.868 -5.977  0.0000
H15 -2.314 -1.311 -5.924  0.0000
H16 -3.537 -1.993 -3.876  0.0000
H17 -3.598 -0.498 -1.926  0.0001
Cl1 -0.628 0.251 5.008  0.1039
Ge1 -0.608 -1.158 3.254  0.2818
Cl2 -2.094 -0.159 1.898  0.0921
Cl3 -1.809 -3.311 4.076  0.3020
C21 -0.601 3.229 1.850  0.0003
C22 0.905 3.337 1.734  0.0003
O3 1.540 2.081 1.566  0.0016
H18 -1.050 4.220 1.954  0.0000
H19 -0.887 2.634 2.722  0.0003
H20 -1.020 2.755 0.962  0.0003
H21 1.314 3.845 2.620  0.0001
H22 1.180 3.922 0.854  0.0000
H23 1.188 1.425 2.187  0.0010
C23 3.225 -0.640 1.832  0.0048
C24 2.072 -1.522 2.282  0.0081
C25 2.358 -2.133 3.651  0.0112
C26 1.784 -2.609 1.256  0.0038
O4 0.919 -0.645 2.380  0.1656
H24 4.131 -1.244 1.730  0.0008
H25 3.407 0.155 2.556  0.0001
H26 3.031 -0.200 0.854  0.0001
H27 3.277 -2.723 3.611  0.0006
H28 1.551 -2.798 3.969  0.0066
H29 2.485 -1.347 4.398  0.0002
H30 2.648 -3.274 1.169  0.0001
H31 1.611 -2.200 0.260  0.0001
H32 0.921 -3.209 1.558  0.0031
F1 6.240 4.615 -3.516  0.0000
C27 5.068 3.968 -3.694  0.0000
C28 4.643 3.048 -2.817  0.0000
N6 3.461 2.386 -2.960  0.0000
C29 3.046 1.409 -1.954  0.0000
C30 3.576 -0.029 -2.155  0.0000
O5 4.632 -0.165 -2.791  0.0000
O6 2.849 -0.882 -1.591  0.0001
C31 2.705 2.529 -4.096  0.0000
O7 1.702 1.891 -4.348  0.0000
N7 3.138 3.542 -4.945  0.0000
C32 4.288 4.306 -4.865  0.0000
O8 4.583 5.125 -5.718  0.0000
H33 5.220 2.778 -1.945  0.0000
H34 1.963 1.430 -1.933  0.0000
H35 3.382 1.798 -0.989  0.0000
H36 2.541 3.710 -5.739  0.0000

Record 3
The following is a DFT calculation (wB97M-V/def2-TZVPD) of C32H36Ge2IrN3O3S as an isolated structure.

Results
LUMO level (alpha / beta) in eV: -6.311 / -9.096
Spin multiplicity: 5
Orbital gap (alpha / beta) in eV: 7.69 / 5.22
HOMO (alpha / beta) in Ha: -0.5146 / -0.5260
Strongest force on any atom in hartree/bohr: 0.0247
<S²>: 6.03
Total charge: +2

Last column: Löwdin spin population.
Cartesian coordinates (Å):
Ir1 0.657 -0.297 0.017  1.5302
S1 0.601 1.483 4.084  0.0378
C1 0.272 -0.213 4.222  0.1527
C2 0.146 -0.846 3.023  0.0094
C3 0.322 0.035 1.935  0.1877
C4 0.556 1.368 2.383  0.2754
C5 0.794 2.430 1.443  0.0096
C6 1.074 3.749 1.796  0.0719
C7 1.328 4.672 0.795  -0.0054
C8 1.287 4.260 -0.529  0.0726
C9 0.990 2.930 -0.808  0.0255
N1 0.748 2.044 0.147  0.1644
H1 0.211 -0.658 5.205  0.0076
H2 -0.044 -1.904 2.919  -0.0002
H3 1.107 4.033 2.840  0.0038
H4 1.555 5.700 1.044  -0.0016
H5 1.489 4.953 -1.334  0.0038
H6 0.943 2.569 -1.829  0.0012
C10 4.527 1.642 -1.927  0.0002
C11 4.712 0.209 -2.426  0.0008
C12 4.441 -0.851 -1.337  0.0035
C13 4.689 -2.281 -1.881  0.0023
C14 4.438 -3.371 -0.839  0.0001
C15 5.428 -0.624 -0.192  0.0001
O1 6.614 -0.628 -0.363  0.0010
N2 4.898 -0.403 1.079  0.0055
C16 3.571 -0.267 1.411  0.0104
O2 3.195 0.080 2.508  0.0273
N3 2.688 -0.537 0.383  0.1044
C17 3.016 -0.735 -0.897  0.0302
O3 2.031 -0.794 -1.676  0.0401
H7 4.637 2.338 -2.757  0.0000
H8 5.278 1.900 -1.178  0.0000
H9 3.536 1.795 -1.488  0.0001
H10 5.739 0.074 -2.762  0.0002
H11 4.046 0.012 -3.266  0.0001
H12 5.728 -2.318 -2.206  0.0004
H13 4.054 -2.438 -2.754  0.0000
H14 5.111 -3.265 0.014  0.0000
H15 4.616 -4.354 -1.271  0.0000
H16 3.409 -3.349 -0.471  0.0001
H17 5.567 -0.231 1.819  0.0004
C18 -2.900 2.951 -0.546  0.0596
Ge1 -3.439 1.587 0.767  0.2601
C19 -5.323 1.051 0.591  0.0422
C20 -2.996 2.118 2.614  0.0622
Ge2 -1.784 -0.554 -0.036  0.3818
C21 -2.594 -1.975 1.062  0.0753
C22 -3.413 -1.748 2.164  0.0084
C23 -3.979 -2.817 2.843  0.0002
C24 -3.708 -4.114 2.431  0.0030
C25 -2.867 -4.346 1.352  0.0048
C26 -2.306 -3.280 0.664  0.0214
C27 -2.445 -0.656 -1.897  0.1384
C28 -1.603 -0.578 -3.002  0.0347
C29 -2.142 -0.742 -4.270  0.0056
C30 -3.508 -0.940 -4.427  0.0333
C31 -4.347 -0.994 -3.321  0.0046
C32 -3.819 -0.849 -2.048  0.0402
H18 -3.381 3.886 -0.249  0.0115
H19 -3.237 2.684 -1.547  -0.0003
H20 -1.823 3.104 -0.557  0.0002
H21 -5.890 1.867 1.048  0.0091
H22 -5.560 0.129 1.116  0.0005
H23 -5.615 0.968 -0.454  -0.0002
H24 -3.700 2.920 2.851  0.0123
H25 -1.987 2.510 2.697  0.0003
H26 -3.135 1.312 3.333  0.0001
H27 -3.613 -0.735 2.495  0.0025
H28 -4.626 -2.635 3.691  0.0001
H29 -4.154 -4.950 2.955  0.0002
H30 -2.639 -5.359 1.045  0.0007
H31 -1.653 -3.466 -0.183  0.0029
H32 -0.536 -0.423 -2.883  0.0062
H33 -1.492 -0.715 -5.134  0.0005
H34 -3.923 -1.054 -5.420  0.0017
H35 -5.411 -1.149 -3.443  0.0003
H36 -4.460 -0.922 -1.177  0.0018

Record 4
The following is a DFT calculation (wB97M-V/def2-TZVPD) of C32H36Ge2MnN3O5 as an isolated structure.

Results
LUMO level (alpha / beta) in eV: -10.348 / -10.404
Spin multiplicity: 2
Orbital gap (alpha / beta) in eV: 5.94 / 5.89
HOMO (alpha / beta) in Ha: -0.5987 / -0.5988
Strongest force on any atom in hartree/bohr: 0.0550
<S²>: 1.21
Total charge: +3

Last column: Löwdin spin population.
Cartesian coordinates (Å):
Mn1 0.267 -2.207 0.181  0.9734
O1 -1.387 -6.159 -0.592  -0.0011
C1 -1.128 -4.914 -0.360  -0.0011
O2 -0.073 -4.487 0.101  -0.0012
C2 -2.214 -3.943 -0.706  0.0011
C3 -3.510 -4.288 -1.061  -0.0011
C4 -4.426 -3.262 -1.318  0.0025
C5 -4.015 -1.949 -1.212  0.0006
C6 -2.672 -1.672 -0.888  0.0023
N1 -1.791 -2.672 -0.635  -0.0040
C7 -2.074 -0.364 -0.833  0.0026
O3 -2.748 0.746 -1.089  0.0020
O4 -0.836 -0.227 -0.564  0.0069
H1 -0.660 -6.777 -0.385  0.0000
H2 -3.800 -5.325 -1.129  -0.0002
H3 -5.443 -3.486 -1.603  0.0001
H4 -4.718 -1.148 -1.378  0.0001
H5 -3.702 0.614 -1.211  0.0000
C8 0.902 1.232 -4.162  0.0000
Ge1 -0.286 2.640 -3.398  0.0001
C9 0.337 4.524 -3.352  0.0000
C10 -2.200 2.417 -3.896  0.0000
Ge2 -0.184 1.932 -0.716  0.0002
C11 -1.462 2.823 0.578  0.0000
C12 -1.356 2.600 1.944  0.0000
C13 -2.210 3.268 2.808  0.0000
C14 -3.160 4.146 2.316  0.0000
C15 -3.244 4.387 0.955  0.0000
C16 -2.397 3.720 0.084  0.0000
C17 1.638 1.692 0.130  0.0003
C18 1.834 1.131 1.392  0.0007
C19 3.011 1.378 2.084  0.0003
C20 4.029 2.111 1.492  0.0000
C21 3.882 2.578 0.195  0.0004
C22 2.689 2.379 -0.479  0.0000
H6 0.751 1.219 -5.241  0.0000
H7 0.642 0.252 -3.765  0.0000
H8 1.951 1.432 -3.963  0.0000
H9 0.030 4.974 -4.294  0.0000
H10 1.417 4.603 -3.271  0.0000
H11 -0.125 5.086 -2.543  0.0000
H12 -2.395 3.061 -4.754  0.0000
H13 -2.863 2.716 -3.089  0.0000
H14 -2.415 1.390 -4.185  0.0000
H15 -0.608 1.927 2.339  0.0000
H16 -2.119 3.105 3.872  0.0000
H17 -3.841 4.638 2.995  0.0000
H18 -3.961 5.093 0.568  0.0000
H19 -2.459 3.912 -0.979  0.0000
H20 1.046 0.537 1.850  0.0002
H21 3.121 1.014 3.096  0.0000
H22 4.931 2.327 2.044  0.0000
H23 4.690 3.105 -0.290  0.0000
H24 2.567 2.779 -1.481  0.0000
N2 -1.052 -1.269 7.404  0.0026
C23 -0.773 -1.491 6.318  0.0004
C24 -0.469 -1.706 4.946  0.0042
C25 -1.405 -1.332 3.975  0.0002
C26 -1.068 -1.461 2.646  0.0093
N3 0.122 -1.935 2.228  -0.0029
C27 1.002 -2.325 3.163  -0.0001
C28 0.754 -2.232 4.522  -0.0026
H25 -2.370 -0.943 4.267  -0.0001
H26 -1.766 -1.144 1.874  0.0019
H27 1.954 -2.699 2.802  -0.0007
H28 1.491 -2.547 5.246  -0.0003
C29 4.186 -1.202 -1.304  0.0012
C30 4.338 -2.168 -0.123  0.0001
C31 3.220 -3.157 -0.421  -0.0004
O5 2.125 -2.302 -0.794  -0.0008
C32 2.680 -1.256 -1.611  0.0033
H29 4.763 -1.558 -2.158  0.0002
H30 4.513 -0.193 -1.064  0.0001
H31 4.147 -1.658 0.826  0.0001
H32 5.316 -2.637 -0.093  0.0000
H33 2.907 -3.779 0.421  -0.0003
H34 3.482 -3.799 -1.271  -0.0003
H35 2.167 -0.325 -1.338  0.0003
H36 2.485 -1.489 -2.664  -0.0005